Record 1
54
Properties=species:S:1:pos:R:3:forces:R:3 method="wB97M-V/def2-TZVPD" max_force_ha_per_bohr=0.005 charge=-1 total_energy_ev=-109379.1923
Bi 0.76280 -0.51558 -0.04927 -0.16 0.18 0.06
S -1.42649 2.44446 -2.41499 0.01 0.09 0.02
S 5.20112 -2.01015 -0.58598 0.02 0.01 -0.01
S 3.00733 -0.99158 1.14941 0.09 -0.19 -0.01
S 2.47828 -1.51332 -1.68646 0.12 0.04 0.03
S -0.73986 0.16919 -3.86468 -0.03 -0.04 -0.07
F -0.06353 4.20358 -3.81802 -0.03 0.01 0.00
F 1.58309 -0.55115 -4.83852 -0.03 0.01 0.02
F 1.64414 1.28903 -3.69616 -0.03 0.01 0.04
F 0.78975 1.27804 -5.68313 0.00 -0.02 0.02
F -1.23909 5.02922 -2.19657 0.00 -0.01 0.00
F -2.21177 4.39174 -4.02292 0.01 0.00 0.00
O -0.27550 2.31176 -1.55560 0.00 -0.02 -0.03
O -0.47882 -0.49213 -2.60828 0.06 0.02 0.01
O -3.56650 2.72792 0.99142 0.10 0.00 0.02
O -2.71945 2.49597 -1.79069 0.05 -0.01 -0.04
O -1.37704 -0.57741 -4.90242 0.04 0.03 -0.01
O -1.65044 1.55284 1.26167 -0.01 -0.05 0.01
N -1.41112 1.58073 -3.72271 -0.05 -0.02 0.05
N -1.63439 3.82288 1.06954 -0.03 0.01 0.03
N -0.24272 3.93991 1.00312 0.06 0.10 -0.03
N -0.00873 -1.17661 2.58933 0.07 0.05 0.03
C -0.48957 -2.38641 0.04576 0.02 0.00 -0.01
C 0.69650 -2.32010 3.15857 0.00 -0.02 0.02
C -4.25112 1.48941 0.80386 -0.05 -0.06 0.01
C -1.38030 -1.54368 2.25011 0.01 -0.04 -0.07
C -0.53334 -3.28677 -1.01126 0.03 -0.03 0.01
C -1.45436 -4.32714 -1.02160 0.00 0.00 0.01
C 0.92528 0.57282 -4.55511 -0.02 -0.03 -0.05
C -2.30905 -3.57333 1.09051 0.01 -0.02 0.01
C 3.64890 -1.52868 -0.38632 -0.09 -0.02 -0.03
C -2.34518 -4.46928 0.03108 0.00 0.00 0.00
C -1.39242 -2.52908 1.10123 -0.04 0.04 0.03
C -2.23246 2.60587 1.09848 -0.09 0.02 -0.02
C 0.04899 -0.04711 3.50685 -0.05 0.04 -0.02
C -1.22562 4.11088 -3.17278 0.03 -0.03 -0.02
H -0.38398 -0.29858 4.48801 -0.01 0.00 -0.01
H -1.91090 -0.63031 1.96810 0.03 -0.02 0.01
H -1.47505 -5.02249 -1.85148 0.00 0.00 -0.01
H -2.15789 4.58863 0.68189 0.01 0.00 -0.02
H 1.09181 0.23694 3.65706 0.00 0.00 0.01
H 1.71783 -2.04091 3.40676 0.00 0.01 0.01
H -0.49281 0.79578 3.08100 0.01 -0.02 0.01
H -2.99688 -3.68778 1.92201 0.00 0.00 0.00
H 0.18822 -2.66937 4.07142 0.00 -0.01 -0.01
H -5.30075 1.74883 0.69806 0.01 0.00 0.00
H 0.10176 3.35274 0.24698 -0.02 -0.04 0.01
H -4.10911 0.83778 1.66634 -0.01 0.00 -0.01
H 0.73480 -3.13702 2.44017 0.00 0.00 -0.01
H -3.06423 -5.27935 0.03263 0.00 0.00 0.00
H 0.15001 3.61326 1.87626 0.00 -0.03 0.00
H -1.89410 -1.98305 3.12076 -0.02 0.02 0.00
H -3.89198 0.99423 -0.09668 0.00 0.02 0.01
H 0.15744 -3.17757 -1.83805 -0.01 0.00 -0.01

=====

Record 2
54
Properties=species:S:1:pos:R:3:forces:R:3 method="wB97M-V/def2-TZVPD" max_force_ha_per_bohr=0.147 charge=-1 total_energy_ev=-902717.1651
Br 5.72306 5.72299 -2.33618 -0.05 -0.16 0.35
Br 1.83722 -7.39676 2.66980 -0.37 -0.46 0.39
Br 3.32496 -3.83471 2.51461 -0.32 0.07 0.34
Br 4.71492 3.03636 -0.86981 0.34 0.42 0.06
Br 4.97819 5.78083 0.79852 0.11 -0.20 -0.36
Br -0.93925 -9.01371 2.42231 0.40 0.06 0.23
Br 2.13512 -6.65326 -2.62284 0.41 -0.06 0.41
Br 0.71723 -9.06996 5.18590 -0.01 0.07 -0.43
Br 2.58646 -2.73548 5.45248 -0.12 -0.17 -0.37
Br 5.19882 -6.19045 -1.73732 -0.44 -0.18 0.13
Br 0.36928 -4.29760 3.71222 0.36 0.44 0.09
Br 3.45011 -8.50820 -0.33926 0.15 0.28 -0.44
Cl 3.45525 -2.53295 -1.83321 -0.42 0.90 0.41
S 1.87119 -1.32043 -1.10349 -6.93 1.30 2.76
S 1.29508 1.41402 -0.41883 -3.29 -4.59 4.08
O 1.77046 1.39864 1.08593 -1.13 1.16 -5.18
O -0.17678 0.85609 -0.53926 4.48 2.50 0.13
O -3.90390 4.71601 -1.55583 0.29 -3.03 -1.77
O 0.61392 -1.74088 -1.94799 5.26 1.22 2.47
O 1.61370 -1.56566 0.43011 1.88 0.28 -5.45
N 2.33237 0.37339 -1.38483 -0.79 -0.75 0.69
N -2.23782 4.00188 0.90506 0.73 -0.70 0.63
C -3.90533 2.32017 -0.32015 -2.52 -1.80 -2.89
C -0.75033 3.95360 0.63444 0.85 0.71 0.25
C 1.92452 -3.13006 3.66626 -0.15 0.23 -0.26
C -0.35314 3.81728 -0.96442 0.29 -0.01 0.69
C 0.82145 -8.95224 3.24701 0.28 -0.09 -0.23
C 1.19144 3.19183 -1.08466 0.09 2.03 -1.28
C -4.51281 0.76389 -0.38949 -1.62 1.99 -3.02
C -4.40887 3.33706 -1.49780 -1.10 -2.99 0.01
C -6.09657 1.34254 -2.71455 3.18 1.40 3.15
C 5.67599 4.71608 -0.67248 0.14 -0.38 0.06
C 3.42425 -6.74901 -1.16907 -0.17 0.22 0.07
C -5.49283 2.87880 -2.66769 1.00 -2.61 2.53
C -5.58345 0.27496 -1.56729 1.50 4.04 0.15
C -2.88739 2.64141 0.91285 -0.38 -0.68 0.81
H -3.25209 4.70664 -2.34189 -1.48 0.05 1.85
H -2.05614 1.79463 1.01276 -1.82 1.56 -0.63
H -5.80435 3.70803 -3.46483 0.75 -2.09 1.96
H -6.83922 1.01162 -3.56175 1.67 0.79 1.92
H 1.94622 3.90365 -0.50425 -1.63 -1.89 -1.01
H -0.22380 3.15070 1.32267 -0.87 1.27 -1.72
H -0.30098 5.00271 0.98243 -1.00 -2.17 -0.70
H 1.36723 -9.83657 2.90187 -0.29 0.38 0.18
H 1.59865 -2.18049 3.22905 0.18 -0.39 0.05
H -4.19838 -0.07226 0.39159 -0.56 2.18 -1.79
H -2.35177 4.41937 1.86009 0.11 -0.63 -1.40
H 1.48979 3.25063 -2.22504 -0.46 -0.56 2.34
H -5.96575 -0.83990 -1.58694 0.91 2.59 0.08
H -1.12883 3.21479 -1.60070 1.60 0.81 1.49
H -0.33733 4.91954 -1.40595 0.22 -2.31 0.83
H 6.71172 4.46429 -0.42172 -0.48 0.18 -0.12
H 3.09557 -6.03895 -0.40303 0.12 -0.26 -0.32
H -3.52709 2.57517 1.91462 1.11 0.05 -2.21

=====

Record 3
54
Properties=species:S:1:pos:R:3:forces:R:3 method="wB97M-V/def2-TZVPD" s2=0.755 spin_multiplicity=2 max_force_ha_per_bohr=0.048 charge=-1 total_energy_ev=-1283763.1406
Br 1.97716 2.74978 -4.62562 0.23 -1.54 -0.73
Br -2.85731 1.96112 1.88888 0.89 0.35 1.74
Br -2.54163 2.43119 5.16739 0.38 -0.17 -0.93
Br 2.04432 -4.60843 -6.42131 -0.82 1.05 -0.04
Br 2.85883 1.39521 -7.44358 -0.59 -0.11 0.43
Br 1.15350 5.00978 -1.50722 1.25 0.00 -0.62
Br 4.97346 3.21941 4.13215 0.28 -0.26 -0.51
Br 2.01679 -1.15825 1.56128 0.36 -1.10 1.65
Br 0.42627 -2.06868 -7.82611 0.34 -0.53 0.78
Br -1.12759 -4.14528 -5.89312 1.22 0.71 -0.15
Br -1.82994 3.81328 -0.79835 -0.70 -0.16 -0.62
Br 3.43063 -0.29292 -4.84540 -0.95 0.82 -0.24
Br 0.89402 -1.62437 4.66891 1.11 -0.64 -1.02
Br -0.02193 1.32090 3.42099 -1.30 0.96 -0.11
Br 2.84989 3.15282 1.62422 0.31 0.01 0.21
Br 3.99476 -2.32975 3.94103 -0.61 0.20 -0.33
Br 2.10550 4.22134 4.52072 -0.07 -0.96 -0.40
Br -0.38869 5.54691 1.55255 0.22 0.51 1.39
O -3.53494 -3.05473 0.71308 -0.72 -0.49 -1.14
O 1.06788 0.88639 -1.98427 1.38 1.49 -0.26
O -5.06006 -1.73004 1.67366 0.45 -0.61 -0.25
O 0.44019 -0.60591 -3.45681 0.16 -0.22 -0.03
C 2.15066 1.00947 -5.66184 0.94 0.88 0.70
C 0.42738 -0.19411 -2.31608 -0.57 -1.03 -2.15
C -0.50868 5.30279 -0.43752 -0.55 -0.28 -0.53
C 3.16550 2.88640 3.49244 0.10 0.91 0.55
C 0.62890 -3.20844 -6.25319 -0.61 -1.04 -0.20
C -1.74244 -2.90923 2.20440 0.54 -0.56 1.25
C 0.75213 1.32607 -0.68481 -0.85 -0.17 1.45
C -0.38289 0.42667 -0.25827 -1.67 -0.47 1.03
C -1.63134 2.49251 3.39684 -0.55 -0.70 0.01
C 2.17984 -2.26847 3.25056 -0.48 0.69 0.24
C -2.94626 -2.19727 2.82111 0.33 0.47 -0.87
C -2.30840 -3.65004 1.02405 1.21 -1.02 -0.12
C -0.34141 -0.75818 -1.19212 0.40 -0.36 0.52
C -3.99850 -2.29605 1.69728 -0.37 1.63 1.58
H -1.65132 -3.66399 0.15448 -0.16 0.49 -0.16
H -1.35488 3.54316 3.30850 0.18 -0.32 -0.49
H -0.93155 6.20830 -0.87264 -0.18 0.09 0.16
H 1.88989 -3.30226 3.06267 -0.01 0.44 -0.29
H 0.43406 2.36727 -0.63155 0.37 -0.01 -0.51
H -3.32396 -2.63566 3.74483 0.02 -0.18 -0.16
H -0.87323 -2.31878 1.91468 -0.36 0.56 0.14
H -1.37396 0.87522 -0.32666 0.24 0.42 -0.01
H 0.27267 -1.53200 -0.73147 0.03 -0.39 -0.19
H -1.26416 -1.20536 -1.56179 -0.02 0.21 0.26
H 0.86583 -2.60815 -5.37478 -0.09 -0.03 -0.23
H -2.68504 -1.16294 3.04478 -0.46 0.14 -0.12
H 3.00104 1.83722 3.73795 -0.55 0.45 0.17
H -2.38685 -4.70735 1.27712 -0.76 -0.15 -0.01
H 1.14762 0.58290 -5.66852 0.39 -0.07 -0.13
H -1.38962 -3.61119 2.95996 0.34 -0.17 -0.19
H 1.55066 1.16483 0.03938 0.61 0.14 -0.52
H -0.24296 0.11690 0.77738 -0.28 0.14 -0.02

=====

Record 4
56
Properties=species:S:1:pos:R:3:forces:R:3 method="wB97M-V/def2-TZVPD" max_force_ha_per_bohr=0.085 smiles="C[C@H]1COC(=O)O1.C[C@H]1COC(=O)O1.ClC(Cl)Cl.ClC(Cl)Cl.ClC(Cl)Cl.ClC(Cl)Cl.ClC(Cl)Cl.ClC(Cl)Cl" total_energy_ev=-252497.7674
Cl 2.86818 3.08005 2.23402 -0.37 0.08 -0.19
Cl -4.52966 -0.09516 4.77978 -0.15 0.22 -0.14
Cl 1.54749 -3.47685 -0.06500 1.36 -0.15 -1.19
Cl -1.17048 1.40555 -4.88293 -0.04 0.32 -0.49
Cl 0.16607 2.90622 1.11357 -0.32 -0.14 0.54
Cl -4.23137 0.89485 2.08451 -0.82 0.20 0.40
Cl 6.48934 3.04085 0.47213 -0.08 -0.58 -0.30
Cl 6.71182 1.40629 -1.94186 0.82 -0.54 -0.50
Cl -3.25028 1.45533 -2.88572 -0.02 -0.59 -1.05
Cl 4.33615 -2.43979 -0.72741 -1.22 -0.72 -0.30
Cl -6.01662 2.34901 4.08572 0.53 -1.47 -0.96
Cl 3.82365 -5.25669 -0.66264 -0.07 -0.61 0.35
Cl 2.12098 5.28087 -2.85034 -0.50 -0.81 -0.24
Cl -0.16399 3.57590 -2.09330 0.54 -0.11 -0.01
Cl -2.60785 -1.05157 -4.49427 -0.42 1.15 0.27
Cl 1.91356 2.51710 -3.95232 -0.45 0.83 0.36
Cl 1.24832 5.49301 1.96501 0.16 -0.69 -0.59
Cl 4.31718 2.87097 -1.45816 0.59 -0.50 0.57
O -3.13033 -2.96415 2.46605 -3.68 0.42 -0.65
O 3.07767 0.31796 -0.40320 -4.01 -0.88 -0.84
O 1.50643 0.05138 -2.03967 0.08 -0.59 0.52
O -1.33985 -3.15519 1.25437 0.38 -0.27 -0.05
O 0.87106 -0.04740 0.07717 0.26 -0.55 0.78
O -3.31153 -3.26416 0.23375 0.27 -0.07 1.41
C -2.66882 -3.17067 1.25308 -0.87 0.52 -3.15
C 5.68376 1.91612 -0.68059 -1.30 1.57 0.50
C 0.10512 -0.16844 -2.06784 -1.47 0.02 -0.21
C -1.50836 0.10207 -0.05128 -0.13 0.04 -1.16
C 1.89522 0.08786 -0.73868 4.13 1.45 0.20
C 1.60967 3.87651 1.25715 0.55 0.19 0.19
C 0.23872 -2.33227 2.88812 0.00 -1.52 -0.28
C 3.08028 -3.72697 -1.04479 0.66 0.51 0.56
C -2.75076 0.78046 -4.49692 0.04 -0.97 0.77
C -0.95553 -3.23401 2.60596 2.09 1.08 1.19
C 1.01785 3.95228 -3.36909 -0.17 0.31 -0.20
C -5.37920 0.73697 3.43709 0.45 0.38 1.08
C -2.15781 -2.73214 3.38443 1.61 -1.58 1.39
C -0.27286 -0.53700 -0.64178 -0.02 -0.07 0.30
H -0.29520 -1.62497 -0.57909 -0.02 0.05 0.38
H -0.42791 0.71575 -2.41742 0.32 0.23 0.12
H 1.11164 -2.71165 2.35691 0.02 0.36 0.00
H 0.42831 -2.52959 3.94322 0.20 0.78 0.21
H -3.50872 1.01384 -5.24468 0.27 0.16 0.25
H 2.00067 3.92232 0.24072 0.07 0.60 0.25
H -2.35416 -3.42472 4.20290 0.09 0.27 0.37
H -0.73692 -4.27250 2.85468 0.05 -0.09 -0.08
H -2.05347 -1.72797 3.79535 -0.37 0.28 -0.54
H 5.26634 1.08329 -0.11469 -0.07 0.24 -0.27
H -0.21860 -0.98798 -2.70944 0.63 0.00 -0.31
H 0.01010 -1.30540 2.60289 0.20 0.01 0.34
H 0.37075 4.33060 -4.16044 0.61 -0.05 -0.13
H -6.19731 0.05278 3.21192 0.01 0.64 -0.39
H -1.78436 -0.25494 0.94093 0.33 0.16 0.00
H -1.36122 1.17947 -0.12643 -0.12 0.05 0.48
H -2.34253 -0.10146 -0.72272 -0.14 -0.25 0.08
H 2.90941 -3.80203 -2.11869 -0.53 0.66 0.35